(1)
{
  "formula": "C41H68O24",
  "method": "the ωB97M-V functional and the def2-TZVPD basis",
  "elements": ["C", "O", "C", "O", "O", "C", "H", "H", "H", "H", "H", "H", "C", "O", "C", "O", "O", "C", "H", "H", "H", "H", "H", "H", "C", "O", "C", "O", "O", "C", "H", "H", "H", "H", "H", "H", "O", "C", "C", "C", "C", "O", "H", "H", "H", "H", "H", "H", "O", "C", "C", "C", "C", "O", "H", "H", "H", "H", "H", "H", "O", "C", "C", "C", "C", "O", "H", "H", "H", "H", "H", "H", "O", "C", "C", "C", "C", "O", "H", "H", "H", "H", "H", "H", "O", "C", "C", "C", "C", "O", "H", "H", "H", "H", "H", "H", "O", "C", "C", "C", "C", "O", "H", "H", "H", "H", "H", "H", "O", "C", "C", "C", "C", "O", "H", "H", "H", "H", "H", "H", "C", "C", "C", "O", "C", "H", "H", "H", "H", "H", "H", "H", "H"],
  "coordinates": [[-9.569, 1.388, -2.428], [-10.933, 1.360, -2.125], [-11.423, 0.918, -0.930], [-12.625, 1.046, -0.656], [-10.626, 0.299, -0.117], [-11.194, -0.071, 1.130], [-9.318, 0.412, -2.844], [-8.960, 1.641, -1.560], [-9.555, 2.215, -3.138], [-10.448, -0.530, 1.777], [-12.013, -0.786, 1.050], [-11.722, 0.764, 1.591], [11.234, -0.841, 2.168], [10.666, -0.013, 1.161], [9.677, 0.876, 1.489], [9.290, 1.084, 2.628], [9.324, 1.429, 0.287], [8.349, 2.489, 0.343], [10.710, -0.717, 3.115], [12.288, -0.597, 2.303], [11.117, -1.825, 1.712], [8.810, 3.409, -0.018], [7.945, 2.639, 1.344], [7.641, 2.185, -0.428], [-1.664, -4.669, -9.911], [-1.662, -5.484, -11.023], [-1.481, -4.960, -12.206], [-1.032, -3.890, -12.524], [-1.853, -5.871, -13.065], [-2.005, -5.711, -14.456], [-2.184, -5.171, -9.096], [-2.130, -3.688, -9.998], [-0.645, -4.498, -9.563], [-1.125, -5.196, -14.839], [-2.961, -5.391, -14.872], [-1.926, -6.760, -14.744], [-0.346, 9.229, -4.538], [-0.367, 9.373, -3.317], [-1.405, 10.098, -2.507], [-0.981, 9.795, -1.054], [0.538, 9.551, -1.192], [0.729, 9.065, -2.549], [-1.516, 11.176, -2.619], [-2.384, 9.632, -2.614], [-1.083, 10.647, -0.382], [-1.590, 9.005, -0.614], [1.167, 10.440, -1.155], [1.045, 8.961, -0.428], [4.016, -1.359, -6.575], [4.199, -0.143, -6.744], [4.545, 0.951, -5.732], [3.686, 2.132, -6.297], [3.735, 1.886, -7.788], [3.784, 0.447, -7.891], [4.292, 0.699, -4.702], [5.593, 1.233, -5.838], [2.677, 2.069, -5.891], [4.187, 3.084, -6.120], [2.894, 2.316, -8.332], [4.669, 2.336, -8.123], [5.977, -3.873, 2.664], [6.356, -4.685, 3.476], [5.806, -4.987, 4.851], [6.644, -6.097, 5.408], [7.906, -6.089, 4.487], [7.390, -5.563, 3.196], [6.108, -4.199, 5.541], [4.737, -5.198, 4.887], [6.975, -6.166, 6.444], [6.108, -7.020, 5.185], [8.637, -5.436, 4.962], [8.402, -7.059, 4.449], [-4.980, 6.273, 6.172], [-5.959, 5.844, 5.530], [-6.343, 4.416, 5.042], [-7.782, 4.696, 4.603], [-7.804, 6.108, 4.188], [-6.937, 6.616, 5.172], [-5.792, 4.067, 4.169], [-6.184, 3.733, 5.877], [-7.924, 4.114, 3.692], [-8.415, 4.371, 5.429], [-7.581, 6.379, 3.156], [-8.812, 6.516, 4.269], [-3.811, -2.054, 5.470], [-3.392, -2.993, 6.114], [-2.264, -2.984, 7.138], [-2.356, -4.383, 7.718], [-3.615, -5.052, 7.093], [-4.161, -4.109, 6.190], [-1.434, -2.627, 6.528], [-2.455, -2.189, 7.858], [-1.411, -4.847, 7.432], [-2.315, -4.324, 8.806], [-3.345, -6.024, 6.682], [-4.275, -5.217, 7.945], [1.445, 2.056, 9.127], [1.904, 2.655, 8.146], [1.222, 3.674, 7.315], [2.190, 3.849, 6.210], [3.502, 3.358, 6.825], [3.143, 2.482, 7.883], [0.256, 3.315, 6.962], [1.119, 4.555, 7.949], [1.905, 3.265, 5.334], [2.414, 4.877, 5.925], [4.001, 2.690, 6.122], [4.131, 4.170, 7.189], [0.366, -10.493, -1.096], [0.814, -9.572, -1.784], [1.581, -8.265, -1.370], [1.168, -7.373, -2.627], [1.166, -8.417, -3.695], [0.638, -9.614, -3.130], [1.324, -7.870, -0.387], [2.664, -8.381, -1.420], [0.181, -6.917, -2.552], [1.926, -6.596, -2.723], [0.497, -8.252, -4.540], [2.175, -8.631, -4.049], [0.104, 1.442, -0.820], [-1.039, 2.202, -0.149], [-2.299, 1.927, -1.038], [-2.000, 1.042, -2.043], [-0.788, 0.420, -1.678], [0.765, 0.995, -0.077], [0.654, 2.200, -1.379], [-0.636, 3.215, -0.146], [-1.243, 1.936, 0.889], [-2.559, 2.860, -1.538], [-3.102, 1.520, -0.425], [-0.279, 0.020, -2.554], [-1.088, -0.409, -1.036]],
  "lowdin_charge": [-0.06, -0.01, -0.57, 0.08, 0.01, -0.04, 0.10, 0.10, 0.10, 0.10, 0.10, 0.10, -0.04, -0.03, -0.52, 0.10, -0.02, -0.03, 0.09, 0.09, 0.10, 0.09, 0.09, 0.09, -0.07, 0.03, -0.64, 0.14, 0.00, -0.04, 0.10, 0.10, 0.10, 0.10, 0.10, 0.09, 0.09, -0.44, -0.08, -0.15, -0.14, 0.01, 0.13, 0.12, 0.11, 0.11, 0.12, 0.12, 0.08, -0.44, -0.06, -0.16, -0.16, 0.01, 0.12, 0.12, 0.12, 0.11, 0.13, 0.12, 0.12, -0.45, -0.10, -0.18, -0.12, 0.01, 0.13, 0.13, 0.12, 0.11, 0.11, 0.12, 0.07, -0.46, -0.06, -0.18, -0.17, 0.04, 0.12, 0.12, 0.11, 0.13, 0.13, 0.13, 0.10, -0.46, -0.08, -0.15, -0.15, 0.03, 0.13, 0.13, 0.11, 0.11, 0.12, 0.12, 0.07, -0.54, -0.09, -0.16, -0.14, 0.07, 0.14, 0.14, 0.12, 0.12, 0.13, 0.13, 0.08, -0.43, -0.04, -0.15, -0.20, 0.01, 0.11, 0.12, 0.12, 0.11, 0.13, 0.13, -0.14, -0.18, -0.23, -0.13, -0.18, 0.10, 0.10, 0.10, 0.10, 0.12, 0.12, 0.11, 0.11],
  "multiplicity": 1,
  "charge": 0,
  "lumo_energy_ev": 0.0848,
  "smiles": "COC(=O)OC.COC(=O)OC.COC(=O)OC.O=C1CCCO1.O=C1CCCO1.O=C1CCCO1.O=C1CCCO1.O=C1CCCO1.O=C1CCCO1.O=C1CCCO1.C1CCOC1",
  "total_energy_ha": -3408.67601
}

(2)
{
  "formula": "C7H10FN2",
  "method": "the ωB97M-V functional and the def2-TZVPD basis",
  "elements": ["F", "N", "C", "N", "C", "C", "C", "C", "C", "C", "H", "H", "H", "H", "H", "H", "H", "H", "H", "H"],
  "coordinates": [[-1.744, -0.793, 2.046], [-0.457, -1.242, 1.704], [-0.571, -2.200, 0.662], [-0.597, -1.456, -0.665], [0.449, -0.393, -0.497], [0.308, 0.787, -1.462], [0.699, 2.103, -0.835], [0.756, 2.311, 0.479], [0.363, 1.261, 1.406], [0.229, 0.048, 0.911], [0.325, -2.825, 0.684], [-1.461, -2.823, 0.783], [-0.436, -2.074, -1.466], [-1.510, -0.992, -0.781], [1.423, -0.886, -0.612], [-0.730, 0.878, -1.806], [0.926, 0.622, -2.345], [0.875, 2.908, -1.530], [1.012, 3.272, 0.890], [0.140, 1.494, 2.433]],
  "lowdin_charge": [-0.04, 0.00, -0.10, 0.13, -0.22, -0.10, -0.05, -0.06, 0.01, -0.07, 0.15, 0.16, 0.20, 0.19, 0.18, 0.13, 0.13, 0.12, 0.12, 0.14],
  "multiplicity": 1,
  "charge": 1,
  "lumo_energy_ev": -3.6749,
  "smiles": "FN1C[NH2+][C@H]2CC=CC=C21",
  "total_energy_ha": -481.73829
}

(3)
{
  "formula": "C10H9Br2F6N5O4PrS3",
  "method": "the ωB97M-V functional and the def2-TZVPD basis",
  "elements": ["Pr", "N", "C", "S", "N", "N", "C", "C", "C", "C", "C", "C", "N", "H", "H", "H", "H", "H", "H", "H", "Br", "C", "Br", "H", "H", "F", "C", "F", "F", "S", "O", "O", "N", "S", "O", "O", "C", "F", "F", "F"],
  "coordinates": [[-0.626, -0.266, -0.237], [-3.847, 0.237, 3.312], [-2.791, 0.317, 2.476], [-3.191, 0.322, 0.772], [-1.628, 0.435, 3.080], [-0.569, 0.395, 2.202], [0.523, 0.855, 2.671], [1.775, 0.808, 1.886], [2.954, 1.275, 2.432], [4.129, 1.152, 1.704], [4.094, 0.559, 0.454], [2.870, 0.137, -0.030], [1.734, 0.271, 0.657], [-4.781, 0.212, 2.949], [-3.689, 0.275, 4.304], [0.539, 1.267, 3.677], [2.950, 1.722, 3.417], [5.063, 1.509, 2.118], [4.989, 0.425, -0.136], [2.790, -0.323, -1.008], [-1.197, 4.374, 1.993], [-1.813, 3.799, 0.270], [-0.513, 2.809, -0.739], [-2.010, 4.654, -0.359], [-2.653, 3.125, 0.382], [-1.373, -5.146, -1.553], [-0.236, -4.493, -1.578], [0.457, -4.699, -0.477], [0.468, -4.785, -2.646], [-0.626, -2.663, -1.606], [-1.603, -2.372, -0.536], [0.622, -1.902, -1.278], [-1.103, -2.414, -3.071], [-1.254, -0.859, -3.457], [-1.982, -0.628, -4.645], [-1.601, -0.082, -2.226], [0.485, -0.208, -3.758], [0.434, 0.616, -4.776], [0.880, 0.482, -2.665], [1.329, -1.193, -3.973]],
  "lowdin_charge": [0.76, 0.09, -0.81, 0.66, 0.01, -0.13, -0.08, -0.24, 0.01, -0.02, -0.02, -0.09, 0.00, 0.09, 0.11, 0.14, 0.13, 0.12, 0.12, 0.12, 0.64, -0.99, 0.78, 0.01, -0.03, 0.21, -0.68, 0.19, 0.20, 0.73, -0.35, -0.39, -0.24, 0.74, -0.17, -0.46, -0.64, 0.20, 0.09, 0.19],
  "multiplicity": 3,
  "charge": 1,
  "lumo_energy_ev": [-3.6702, -3.6600],
  "s2": 2.002,
  "total_energy_ha": -8419.85399
}

(4)
{
  "formula": "C5H8N",
  "method": "the ωB97M-V functional and the def2-TZVPD basis",
  "elements": ["C", "N", "C", "C", "C", "C", "H", "H", "H", "H", "H", "H", "H", "H"],
  "coordinates": [[-2.289, -0.594, 0.743], [-1.563, -0.017, -0.070], [-0.609, 0.545, -0.771], [0.904, 0.502, -0.316], [1.206, -0.451, 0.854], [1.422, -0.820, -0.648], [-3.078, -0.158, 1.407], [-2.348, -1.629, 0.886], [-0.935, 0.971, -1.677], [1.588, 1.378, -0.480], [0.592, -0.739, 1.673], [2.176, -0.077, 1.156], [2.428, -0.980, -0.810], [0.790, -1.369, -1.312]],
  "lowdin_charge": [0.15, 0.12, 0.12, -0.22, -0.04, -0.09, 0.15, 0.11, 0.14, 0.17, 0.09, 0.11, 0.09, 0.11],
  "multiplicity": 1,
  "charge": 1,
  "lumo_energy_ev": -5.3955,
  "smiles": "C=[N+]=CC1CC1",
  "total_energy_ha": -249.68747
}